Record 1
7
Properties=species:S:1:pos:R:3 method="wB97M-V/def2-TZVPD" total_energy_ha=-728.10521 charge=0 homo_energy_ev=-8.739 de_lowest_kj_mol=117.5
Si -0.804 0.013 -0.263
C 0.935 -0.096 0.315
S 2.253 0.515 -0.466
H -0.990 -0.905 -1.389
H -0.955 1.438 -0.491
H -1.706 -0.590 0.920
H 1.267 -0.375 1.373



Record 2
30
Properties=species:S:1:pos:R:3 method="wB97M-V/def2-TZVPD" total_energy_ha=-1082.12698 charge=0 homo_energy_ev="-5.919 / -7.404" de_lowest_kj_mol=439.4
C -1.985 3.139 -0.472
C -0.815 2.763 -0.982
C 0.538 -3.734 1.968
C -2.784 -2.519 -0.962
C 1.326 -3.050 -1.497
C 2.014 1.921 -1.328
C 1.061 2.541 1.843
O 0.409 -2.407 1.375
O -1.982 -2.476 0.151
O 0.009 -2.721 -1.238
Si 0.644 2.273 0.010
Si -0.451 -1.921 0.104
H -2.902 3.187 -1.105
H -2.271 3.128 0.535
H -0.691 2.763 -1.985
H -0.530 -4.105 1.895
H 0.874 -3.821 3.069
H 1.248 -4.273 1.370
H -3.737 -2.981 -0.659
H -2.294 -3.053 -1.722
H -3.058 -1.457 -1.322
H 2.036 -2.153 -1.698
H 1.258 -3.812 -2.368
H 1.774 -3.646 -0.576
H 2.136 2.958 -1.810
H 2.966 1.530 -1.013
H 1.606 1.337 -2.257
H 2.161 2.735 1.863
H 0.567 3.423 2.256
H 0.818 1.678 2.466



Record 3
24
Properties=species:S:1:pos:R:3 method="wB97M-V/def2-TZVPD" total_energy_ha=-1542.82594 s2=15.772 charge=+1 spin_multiplicity=8 homo_energy_ev="-9.480 / -9.617" de_lowest_kj_mol=77.0
O 0.019 3.100 -3.420
C 0.001 2.300 -2.607
Eu -0.124 -0.422 0.383
O -0.003 2.833 1.961
C -0.033 1.859 1.348
C -0.026 -2.407 -1.387
O -0.019 -3.416 -1.983
C 2.481 -0.091 -0.333
O 3.618 0.027 -0.404
C -2.639 -0.146 -0.414
O -3.780 -0.028 -0.503
H 0.011 -1.126 -1.529
C -0.611 -2.169 5.589
N -0.199 -2.300 4.211
C 0.395 -3.427 3.619
C 0.618 -3.114 2.316
N 0.189 -1.815 2.115
C -0.318 -1.348 3.264
H -1.352 -2.935 5.819
H 0.259 -2.263 6.242
H -1.056 -1.181 5.720
H 0.611 -4.327 4.152
H 1.027 -3.663 1.488
H -0.744 -0.346 3.421



Record 4
87
Properties=species:S:1:pos:R:3 method="wB97M-V/def2-TZVPD" total_energy_ha=-1805.28388 s2=0.754 charge=+1 spin_multiplicity=2 homo_energy_ev="-11.456 / -11.456" de_lowest_kj_mol=131.5
C 1.402 -1.831 1.747
O 2.744 -1.226 1.751
C 3.015 -0.328 2.874
C 4.229 0.515 2.538
N 4.039 1.272 1.343
C 5.155 1.553 0.447
C 5.040 2.887 -0.249
O 5.041 4.036 0.598
C 4.337 5.163 0.176
H 0.757 -1.034 1.377
H 1.375 -2.248 2.753
H 1.436 -2.749 1.160
H 3.215 -0.987 3.719
H 2.191 0.349 3.099
H 5.115 -0.112 2.435
H 4.397 1.105 3.439
H 3.444 0.874 0.631
H 5.245 0.749 -0.283
H 6.142 1.466 0.902
H 3.997 2.784 -0.548
H 5.716 2.946 -1.102
H 3.829 5.724 0.960
H 3.635 4.919 -0.622
H 5.041 5.913 -0.185
C -0.820 -1.605 5.357
O -1.194 -1.427 3.995
C -1.699 -2.639 3.463
C -1.966 -2.436 1.915
N -2.933 -1.352 1.641
C -3.166 -1.145 0.209
C -3.742 0.235 -0.153
O -4.246 0.026 -1.493
C -5.252 0.943 -1.933
H -0.446 -2.616 5.518
H -1.564 -1.333 6.105
H -0.077 -0.814 5.453
H -2.640 -3.013 3.865
H -0.857 -3.323 3.571
H -2.533 -3.289 1.542
H -1.034 -2.409 1.350
H -3.870 -1.660 1.859
H -3.661 -2.072 -0.080
H -2.199 -1.145 -0.294
H -3.003 1.036 -0.133
H -4.568 0.549 0.486
H -6.034 1.134 -1.198
H -5.757 0.777 -2.885
H -4.805 1.937 -1.902
O -0.206 0.619 -0.875
H -0.714 0.817 -0.088
H -0.607 -0.177 -1.224
O 2.371 0.229 -0.425
H 1.457 0.508 -0.475
H 2.374 -0.466 0.234
O -0.267 -2.205 -1.676
H -0.455 -3.143 -1.654
H 0.687 -2.152 -1.723
C 1.435 0.917 -4.602
C 2.723 1.039 -3.770
O 2.635 2.120 -2.890
O 1.234 2.031 -5.532
H 0.677 1.210 -3.875
H 1.225 -0.072 -5.009
H 3.615 1.116 -4.392
H 2.731 0.141 -3.152
H 2.069 1.888 -2.150
H 1.321 2.875 -5.081
C -2.598 2.134 2.923
C -3.762 1.430 3.456
O -3.439 0.623 4.545
O -1.860 1.283 2.076
H -1.958 2.492 3.729
H -3.071 2.869 2.271
H -4.116 0.811 2.632
H -4.623 2.042 3.727
H -2.762 -0.031 4.357
H -2.288 0.427 2.008
C -1.281 -2.702 -5.766
C -1.596 -3.214 -4.334
O -2.065 -2.106 -3.495
O -2.542 -2.492 -6.288
H -0.677 -3.459 -6.265
H -0.812 -1.718 -5.761
H -0.583 -3.441 -4.001
H -2.219 -4.108 -4.368
H -1.473 -2.121 -2.739
H -3.055 -2.115 -5.569